{"formula": "C15H31F5OP2PdTe", "method": "the ωB97M-V functional and the def2-TZVPD basis", "elements": ["P", "P", "C", "C", "H", "H", "H", "H", "C", "H", "H", "H", "C", "H", "H", "H", "C", "H", "H", "H", "C", "H", "H", "H", "Pd", "C", "C", "C", "C", "C", "C", "C", "C", "C", "H", "H", "H", "H", "H", "H", "H", "H", "H", "H", "H", "H", "H", "H", "H", "F", "Te", "F", "F", "F", "F", "O"], "positions_angstrom": [[2.5650, 0.1586, 0.4596], [-2.4373, -0.9140, 1.6422], [-0.8395, 0.8590, 0.1526], [-1.6913, 0.7638, 1.3918], [-1.5406, 0.6047, -0.6598], [-0.4243, 1.8933, 0.1370], [-1.2217, 1.0629, 2.3571], [-2.5422, 1.4581, 1.2677], [-3.2996, -1.2781, 0.1026], [-3.7793, -2.2652, 0.2467], [-2.6038, -1.3702, -0.7488], [-4.0809, -0.5306, -0.1161], [-3.6540, -0.4040, 2.8504], [-4.5615, -0.2215, 2.2633], [-3.3037, 0.5105, 3.3360], [-3.7761, -1.1891, 3.5946], [4.3286, -0.1995, -0.0369], [4.9432, -0.3061, 0.8753], [4.6839, 0.6519, -0.6470], [4.4570, -1.1163, -0.6691], [2.7980, 1.7947, 1.2344], [1.8458, 2.2848, 1.4328], [3.4153, 2.3969, 0.5542], [3.2944, 1.5693, 2.1764], [0.6942, 0.2037, -1.3294], [-0.9430, 1.3990, -2.6352], [-1.0561, 0.0400, -2.8918], [-0.3205, -0.6942, -3.9613], [1.1288, -0.1605, -4.1682], [1.9451, 0.0937, -2.9367], [2.0876, 1.3659, -2.3301], [1.3247, 2.6037, -2.5968], [-0.0671, 2.4380, -3.2398], [2.0132, -0.8465, 1.8424], [-1.7820, 1.8506, -2.0775], [-1.9965, -0.4632, -2.5967], [-0.8359, -0.6652, -4.9385], [-0.2914, -1.7481, -3.6388], [1.6471, -0.9248, -4.7677], [1.0643, 0.7612, -4.7641], [2.8840, -0.4670, -2.8438], [3.0818, 1.5208, -1.9244], [1.9030, 3.2356, -3.2684], [1.2311, 3.1622, -1.6520], [-0.5816, 3.3924, -3.0473], [0.0127, 2.3038, -4.3256], [1.0989, -0.4038, 2.2396], [2.8700, -0.9667, 2.5381], [1.7618, -1.8084, 1.4162], [-3.3946, -2.7449, 4.6719], [-1.5253, -3.2882, 5.0155], [0.1632, -3.8533, 5.8360], [-2.1893, -5.1275, 5.1766], [-1.0318, -1.3880, 5.2468], [-2.1032, -3.1218, 6.8267], [-1.3686, -1.9123, 1.9272]], "atomic_forces_ev_per_a": [[-0.301, 0.161, -0.876], [1.364, 0.657, 0.285], [-2.761, 1.893, 2.228], [0.578, -0.444, 0.151], [0.896, -0.277, 0.350], [0.455, -0.763, -0.458], [-0.033, -0.257, -0.660], [0.061, -0.066, -0.093], [-0.545, -0.301, -0.309], [0.152, 0.449, -0.120], [-0.232, 0.008, 0.483], [0.281, -0.280, 0.005], [-0.168, -0.398, -0.187], [-0.087, 0.076, 0.455], [-0.135, -0.193, -0.015], [-0.253, -0.067, 0.100], [-0.165, -0.597, -0.063], [-0.107, 0.125, -0.463], [-0.106, -0.325, 0.447], [-0.337, 0.694, 0.691], [0.102, -0.338, -0.458], [0.028, -0.004, -0.009], [-0.135, 0.065, 0.463], [0.221, 0.465, 0.094], [0.100, -1.118, 1.928], [-1.494, -1.367, -0.598], [-0.978, 1.816, -1.062], [1.052, -0.400, 0.120], [-0.591, -0.686, -0.977], [1.554, 1.391, -0.741], [0.721, -0.684, -1.413], [-0.270, 0.584, -0.342], [0.170, 0.751, -0.114], [1.206, -0.369, -0.186], [0.627, -0.453, 0.038], [0.710, 0.363, 0.357], [-0.035, 0.044, 0.468], [0.136, 0.207, -0.345], [-0.084, 0.407, 0.034], [0.228, -0.462, 0.058], [-0.646, -0.358, 0.115], [-0.239, 0.132, 0.544], [0.192, 0.265, -0.044], [0.011, -0.088, -0.218], [0.164, -0.231, -0.426], [-0.024, 0.135, 0.300], [0.202, -0.114, 0.327], [-0.891, 0.092, 0.103], [-0.198, -0.397, 0.231], [-0.406, 0.165, -0.007], [0.158, -0.564, 0.393], [-0.002, 0.088, 0.129], [-0.013, 0.059, 0.161], [-0.033, 0.347, 0.103], [0.336, -0.069, -0.870], [-0.436, 0.232, -0.102]], "spin_multiplicity": 3, "homo_ev": [-7.66, -7.66], "homo_lumo_gap_ev": [6.33, 4.33], "lumo_energy_ev": [-1.3238, -3.3250], "relative_energy_kcal_mol": 0.00}



{"formula": "C17H24B2F5FeN8O8S", "method": "the ωB97M-V functional and the def2-TZVPD basis", "elements": ["Fe", "C", "C", "N", "O", "B", "F", "F", "O", "N", "C", "C", "C", "N", "O", "B", "F", "F", "O", "N", "C", "C", "C", "H", "H", "H", "H", "H", "H", "H", "H", "H", "H", "H", "H", "C", "N", "C", "S", "N", "C", "H", "H", "H", "H", "H", "H", "H", "H", "F", "C", "C", "N", "C", "C", "O", "O", "C", "O", "N", "C", "O", "H", "H", "H", "H"], "positions_angstrom": [[0.9289, -0.4238, 0.8675], [4.1061, -2.1345, -1.4615], [2.9023, -1.8815, -0.6281], [2.4093, -0.7158, -0.4247], [2.9812, 0.3396, -1.0564], [2.5241, 1.6213, -0.5205], [2.4227, 1.5443, 0.8694], [3.2067, 2.6550, -1.0266], [1.0148, 1.8187, -0.9845], [0.2372, 0.9630, -0.3983], [-1.1688, 1.1343, -0.7057], [-1.3671, 1.4475, -2.1816], [-1.8697, -0.1352, -0.2822], [-1.0741, -1.0782, 0.0345], [-1.6654, -2.2510, 0.3485], [-1.0066, -2.9243, 1.5112], [-0.7228, -1.8930, 2.4520], [-1.8292, -3.8789, 1.9963], [0.2849, -3.5381, 1.0984], [1.0779, -2.6135, 0.5613], [2.1552, -2.9975, -0.0103], [2.6118, -4.4128, -0.0956], [-3.3578, -0.2493, -0.2807], [4.5708, -1.2058, -1.7733], [3.8296, -2.7148, -2.3439], [4.8166, -2.7342, -0.8911], [-0.8411, 2.3546, -2.4678], [-2.4232, 1.5133, -2.4397], [-0.9660, 0.6076, -2.7510], [1.7941, -5.0789, 0.1618], [3.4286, -4.5825, 0.6096], [2.9764, -4.6505, -1.0939], [-3.8178, 0.6096, 0.2041], [-3.6471, -1.1470, 0.2581], [-3.7460, -0.3209, -1.2991], [-5.1763, 3.0393, -1.3027], [-3.7749, 3.1823, -0.8998], [-3.2812, 2.9111, 0.2997], [-1.5986, 2.5025, 0.5348], [-3.9984, 2.9869, 1.4025], [-5.1920, 3.8058, 1.6137], [-5.1964, 2.6365, -2.3125], [-5.7017, 3.9917, -1.2942], [-5.6759, 2.3340, -0.6429], [-3.0950, 3.2955, -1.6345], [-3.6082, 2.5221, 2.2167], [-5.2125, 4.6199, 0.8946], [-5.1318, 4.2308, 2.6121], [-6.1022, 3.2139, 1.5388], [-3.2855, 1.8902, 4.1609], [-2.5518, 0.7880, 4.4666], [-1.2387, 0.8846, 4.6476], [-0.4712, -0.2143, 4.9572], [0.9491, -0.1567, 4.6495], [1.1272, -0.1606, 3.1413], [1.9342, -0.8914, 2.5155], [0.3526, 0.5626, 2.4253], [-1.0452, -1.4866, 5.1089], [-0.3853, -2.4641, 5.3345], [-2.4230, -1.5049, 4.9895], [-3.2606, -0.4821, 4.5627], [-4.4326, -0.6422, 4.3215], [-0.7158, 1.8257, 4.5513], [1.4601, -1.0066, 5.0900], [1.3590, 0.7722, 5.0493], [-2.8333, -2.4298, 5.0283]], "atomic_forces_ev_per_a": [[0.129, -0.019, -0.733], [0.000, 0.022, -0.011], [0.040, 0.074, -0.040], [0.030, -0.030, 0.116], [0.025, 0.042, -0.090], [-0.127, 0.055, -0.028], [0.054, -0.027, 0.063], [0.032, -0.049, -0.013], [0.070, -0.074, 0.034], [0.055, -0.010, 0.182], [0.092, -0.075, -0.017], [-0.205, 0.040, 0.055], [-0.042, 0.064, -0.166], [-0.257, 0.106, 0.568], [0.011, -0.028, -0.086], [0.087, 0.112, 0.140], [-0.036, -0.058, -0.120], [-0.023, -0.053, -0.047], [0.022, -0.065, 0.079], [0.099, 0.007, 0.044], [-0.145, -0.099, 0.036], [0.015, 0.020, -0.017], [0.049, -0.102, -0.116], [0.002, -0.005, 0.010], [-0.005, 0.009, -0.008], [0.002, -0.004, -0.004], [-0.012, 0.023, -0.006], [-0.003, -0.002, 0.053], [0.098, 0.039, -0.001], [-0.004, 0.000, 0.002], [0.000, -0.004, -0.003], [0.004, 0.001, -0.002], [0.007, -0.046, -0.017], [0.007, -0.017, -0.018], [-0.010, -0.010, -0.010], [-0.008, 0.042, 0.004], [0.051, -0.031, 0.034], [-0.057, -0.005, -0.116], [0.123, 0.030, -0.110], [0.044, -0.040, 0.106], [-0.086, -0.011, 0.011], [0.009, 0.005, -0.006], [-0.011, -0.008, 0.003], [0.000, 0.010, 0.004], [0.005, 0.058, 0.023], [-0.005, 0.100, 0.068], [0.010, -0.012, -0.005], [0.015, -0.030, 0.014], [-0.007, 0.014, -0.005], [0.027, -0.095, -0.063], [-0.003, 0.139, -0.009], [-0.044, 0.017, -0.007], [0.026, -0.017, -0.086], [0.063, 0.046, -0.140], [-0.279, 0.006, 0.346], [0.176, 0.040, 0.057], [-0.175, -0.072, 0.048], [0.095, 0.105, -0.015], [-0.014, -0.051, 0.056], [-0.057, -0.092, -0.064], [0.019, 0.077, 0.054], [-0.014, -0.031, -0.044], [-0.027, 0.018, -0.017], [-0.034, -0.029, 0.009], [0.096, -0.029, 0.001], [0.000, 0.008, 0.018]], "spin_multiplicity": 5, "charge": 1, "homo_ev": [-11.62, -11.63], "homo_lumo_gap_ev": [6.74, 7.13], "lumo_energy_ev": [-4.8813, -4.5048], "relative_energy_kcal_mol": 0.00}



{"formula": "C20H54N14NbO7S2", "method": "the ωB97M-V functional and the def2-TZVPD basis", "elements": ["C", "C", "Nb", "S", "C", "N", "C", "C", "C", "C", "C", "C", "C", "C", "C", "O", "C", "N", "C", "S", "H", "H", "H", "H", "H", "H", "H", "H", "H", "H", "H", "H", "H", "H", "H", "H", "H", "H", "H", "H", "H", "H", "H", "H", "H", "H", "H", "H", "H", "H", "C", "O", "N", "N", "H", "H", "H", "H", "C", "O", "N", "N", "H", "H", "H", "H", "C", "O", "N", "N", "H", "H", "H", "H", "C", "O", "N", "N", "H", "H", "H", "H", "C", "O", "N", "N", "H", "H", "H", "H", "C", "O", "N", "N", "H", "H", "H", "H"], "positions_angstrom": [[1.9108, -0.4051, 1.1636], [1.2528, 0.5393, 0.4780], [2.2906, 0.9680, -1.4089], [3.0241, -1.4973, -1.6068], [3.5022, 1.5604, -3.2274], [3.6682, 0.4917, -4.2054], [0.4052, 0.6358, -2.5659], [-0.2812, 1.9504, -2.9925], [-1.1170, 2.5755, -1.8652], [-2.6208, 2.3508, -2.0865], [-3.4549, 2.2565, -0.7967], [-4.5867, 1.2392, -0.9182], [-4.0874, -0.2204, -0.8309], [-3.9601, -0.9273, -2.1763], [-3.9066, -2.4412, -2.0548], [-3.0918, -2.8110, -0.9614], [-2.3656, -3.9962, -1.1882], [4.0264, 1.5172, -0.0882], [3.6678, 2.3748, 0.6332], [3.1249, 3.4402, 1.7184], [1.5791, -1.4395, 1.2401], [2.8965, -0.1636, 1.5606], [0.3121, 1.0027, 0.7464], [1.8357, 2.7105, -1.2705], [4.1408, -1.5326, -0.8689], [2.9686, 2.3866, -3.7030], [4.4683, 1.9126, -2.8778], [2.8961, -0.1556, -4.2174], [4.5316, -0.0071, -4.0747], [0.6525, 0.0948, -3.4867], [-0.2872, 0.0104, -2.0002], [0.4573, 2.6692, -3.3373], [-0.9416, 1.7438, -3.8389], [-0.8084, 2.2202, -0.8863], [-0.9315, 3.6487, -1.8810], [-2.7610, 1.4396, -2.6610], [-2.9913, 3.1776, -2.6904], [-2.8204, 2.0292, 0.0575], [-3.9071, 3.2364, -0.6371], [-5.0836, 1.3880, -1.8762], [-5.3232, 1.4131, -0.1348], [-4.7990, -0.7850, -0.2259], [-3.1491, -0.2444, -0.2819], [-4.8149, -0.6385, -2.7865], [-3.0554, -0.6222, -2.6966], [-4.9029, -2.8926, -1.9975], [-3.4511, -2.8281, -2.9721], [-1.7041, -4.1267, -0.3388], [-3.0476, -4.8446, -1.2817], [-1.7465, -3.9128, -2.0826], [1.7302, 6.2694, 5.1263], [2.8286, 6.7771, 5.2563], [0.6963, 6.5220, 5.9935], [1.4190, 5.4034, 4.1148], [-0.2110, 6.1050, 5.9023], [0.8783, 7.1490, 6.7524], [2.1310, 5.1710, 3.4427], [0.5037, 5.0018, 4.0154], [-0.5641, 1.8802, 4.7642], [-1.3457, 2.7840, 5.0314], [0.7002, 2.1212, 4.3287], [-0.9067, 0.5595, 4.8820], [1.3611, 1.4030, 4.0996], [0.9775, 3.0769, 4.2172], [-1.8349, 0.3519, 5.1950], [-0.2822, -0.1916, 4.6588], [3.2004, -4.8851, 1.0635], [2.8216, -4.0046, 1.8251], [3.3372, -6.1870, 1.4674], [3.5058, -4.6559, -0.2440], [3.6209, -6.9316, 0.8582], [3.1119, -6.3924, 2.4211], [3.4109, -3.7137, -0.5954], [3.8072, -5.3835, -0.8634], [-7.3034, 2.9242, -3.7503], [-6.6097, 2.1313, -3.1434], [-8.6526, 2.7438, -3.9195], [-6.7908, 4.0625, -4.3116], [-9.2377, 3.3877, -4.4150], [-9.0570, 1.9198, -3.5182], [-5.8065, 4.2215, -4.2031], [-7.3438, 4.7290, -4.8139], [6.8202, 1.5121, 3.5672], [7.9589, 1.4473, 4.0094], [6.0381, 0.3969, 3.4036], [6.2258, 2.6771, 3.1939], [5.1088, 0.4321, 3.0284], [6.4344, -0.4865, 3.6580], [6.7593, 3.5200, 3.2823], [5.2825, 2.7215, 2.8388], [1.4246, -8.9134, -0.2684], [2.5205, -8.3821, -0.2748], [0.4123, -8.4657, 0.5315], [1.1233, -9.9882, -1.0608], [-0.4996, -8.8787, 0.5536], [0.6077, -7.6691, 1.1107], [1.8480, -10.3330, -1.6606], [0.2256, -10.4317, -1.0694]], "atomic_forces_ev_per_a": [[-0.082, 0.103, -0.550], [0.853, 2.196, 1.055], [-1.081, -1.980, 0.267], [0.223, -0.441, -0.464], [-0.170, 0.374, 0.697], [-0.002, 0.464, -0.362], [0.445, 0.722, -0.007], [-0.058, -0.270, 0.305], [-0.241, 0.363, -0.685], [0.344, -0.168, 0.648], [-0.414, 0.370, -0.614], [0.477, -0.335, -0.091], [-0.420, 0.269, 0.153], [0.064, -0.091, 0.331], [0.296, 0.050, -0.481], [0.053, 0.051, 0.012], [-0.168, 0.313, 0.170], [0.218, 0.091, -0.380], [-0.038, -0.076, 0.373], [0.172, 0.190, 0.201], [-0.292, 0.025, 0.785], [0.493, -0.545, -0.695], [-0.881, -0.913, -1.024], [0.043, -0.101, -0.172], [0.055, 0.237, 0.071], [0.036, 0.246, 0.093], [0.160, 0.203, -0.211], [0.066, -0.236, 0.085], [-0.083, -0.313, 0.223], [0.241, -0.252, 0.042], [-0.110, -0.111, 0.062], [0.140, 0.000, -0.113], [-0.104, 0.121, -0.137], [0.121, -0.165, 0.054], [0.053, 0.141, 0.291], [0.008, -0.117, -0.121], [-0.196, -0.067, -0.239], [0.067, -0.030, 0.141], [0.064, 0.122, 0.342], [-0.085, 0.057, 0.213], [-0.085, 0.043, 0.075], [-0.047, -0.130, 0.061], [0.157, -0.148, 0.005], [-0.046, -0.071, -0.225], [0.080, 0.216, -0.046], [-0.115, -0.022, 0.337], [-0.047, -0.123, -0.130], [0.019, -0.145, 0.145], [0.059, -0.242, -0.036], [0.017, -0.047, -0.181], [-0.108, -0.068, 0.045], [0.003, 0.027, 0.006], [0.004, 0.035, -0.063], [0.027, -0.151, -0.029], [0.015, -0.075, 0.010], [0.029, 0.004, 0.015], [-0.042, 0.146, 0.036], [-0.078, 0.148, -0.069], [0.110, 0.023, -0.080], [-0.034, 0.044, 0.028], [-0.053, -0.152, 0.109], [0.002, 0.062, 0.083], [-0.025, -0.004, -0.134], [0.183, -0.013, 0.023], [-0.030, 0.010, -0.021], [0.009, 0.010, -0.064], [-0.017, -0.017, -0.104], [-0.001, -0.046, 0.010], [0.096, 0.129, 0.217], [0.054, 0.115, 0.142], [-0.242, -0.059, -0.084], [0.058, 0.048, 0.048], [-0.137, -0.028, -0.045], [-0.044, -0.049, 0.016], [0.028, 0.069, -0.025], [-0.245, 0.025, -0.193], [0.046, 0.015, -0.009], [-0.030, -0.028, 0.001], [0.000, 0.013, -0.002], [0.009, -0.018, 0.019], [0.016, -0.014, 0.014], [-0.008, 0.008, -0.001], [-0.045, -0.014, -0.090], [-0.020, -0.012, 0.013], [0.004, 0.035, 0.118], [0.001, -0.130, 0.059], [0.025, 0.016, -0.087], [0.018, -0.022, -0.021], [0.000, 0.019, 0.010], [0.039, 0.156, -0.024], [-0.197, 0.117, 0.062], [0.237, -0.247, -0.220], [0.047, -0.070, 0.031], [0.040, 0.026, 0.059], [-0.017, 0.010, -0.019], [0.016, 0.055, -0.043], [0.019, 0.010, -0.014], [-0.019, 0.015, -0.003]], "charge": -1, "homo_ev": -4.56, "homo_lumo_gap_ev": 6.25, "lumo_energy_ev": 1.6954}